Entry 1:
Computed, not measured: one molecule with the formula C23H29N3O8S, with wB97M-V/def2-TZVPD.

Lowest unoccupied orbital energy in eV: 0.54
Energy relative to the best compared isomer or geometry (same formula, charge and spin) in kJ/mol: 211.4
Highest occupied orbital energy in Eh: -0.29796
Molecular weight in u: 507.6

XYZ file:
```
64
Properties=species:S:1:pos:R:3:forces:R:3:lowdin_charge:R:1
C -1.1807 -1.5249 3.7252 -0.001 0.161 0.203 -0.0662
O -1.1029 -2.3705 2.6000 0.030 -0.171 -0.307 -0.0877
C 0.0030 -2.3246 1.8166 0.268 -0.145 -0.111 -0.2417
C 1.1527 -1.6088 2.1302 -0.208 -0.034 0.235 -0.0186
C 2.2621 -1.6684 1.3041 0.088 -0.149 -0.068 -0.0910
C 2.2342 -2.4249 0.1503 0.194 0.032 0.011 -0.0902
C 1.0839 -3.1278 -0.1725 -0.061 0.030 0.127 -0.0458
C -0.0355 -3.0948 0.6407 -0.177 -0.001 0.170 -0.1526
C -1.2925 -3.8558 0.3108 -0.097 0.072 -0.154 -0.1000
C -1.6827 -3.7903 -1.1706 -0.146 -0.193 0.225 -0.1591
N -1.7388 -2.4303 -1.6477 0.287 0.159 -0.093 0.0979
C -2.8253 -1.6599 -1.5315 0.148 -0.249 -0.153 -0.4157
O -3.9411 -2.0311 -1.2145 -0.128 -0.036 0.166 0.0769
C -2.5409 -0.1978 -1.8805 -0.256 0.176 -0.382 -0.4199
O -1.5073 0.1593 -2.4218 0.002 0.007 -0.046 0.0458
N -3.5838 0.5853 -1.5694 -0.260 -0.208 0.264 0.0931
C -3.4955 2.0128 -1.4488 0.162 0.452 0.197 -0.0770
C -2.9615 2.4169 -0.0617 -0.787 -0.816 -0.195 -0.3374
O -3.3543 3.7297 0.2430 -0.002 -0.061 -0.328 -0.0572
C -2.3000 4.3261 0.9701 0.386 0.013 0.256 -0.1488
C -1.0474 3.7095 0.3402 0.059 0.665 0.013 -0.1411
N -1.5020 2.3791 -0.0244 0.569 -0.887 0.390 -0.1471
S -0.8725 1.1440 0.9412 0.062 0.641 -0.158 0.7100
O -1.5361 -0.0587 0.5329 0.056 -0.083 -0.038 -0.2399
O -0.9633 1.5048 2.3341 0.292 0.186 0.028 -0.2816
C 0.8225 1.1581 0.4270 -0.405 0.159 0.274 -0.2878
C 1.8073 1.6619 1.2428 -0.171 0.038 0.108 -0.0712
C 3.1186 1.6777 0.7832 0.119 -0.022 -0.095 -0.0074
C 3.4316 1.1818 -0.4737 -0.075 -0.067 -0.191 -0.1953
O 4.6756 1.1398 -1.0056 -0.398 -0.121 -0.110 -0.0527
C 5.7559 1.6210 -0.2416 0.184 0.089 0.133 -0.0738
C 2.4014 0.6620 -1.3011 -0.027 0.110 0.203 -0.1921
O 2.7902 0.1950 -2.5068 0.254 0.135 0.237 -0.0501
C 1.8196 -0.4406 -3.3124 -0.173 -0.061 -0.165 -0.0515
C 1.0985 0.6661 -0.8366 0.261 -0.072 -0.351 0.0212
H -0.4148 -1.7775 4.4667 -0.028 0.008 -0.030 0.0965
H -1.0953 -0.4725 3.4423 0.015 -0.122 0.061 0.0650
H -2.1656 -1.7064 4.1532 0.075 0.044 0.023 0.0988
H 1.1923 -1.0020 3.0205 -0.031 0.062 0.124 0.1109
H 3.1515 -1.1178 1.5714 0.059 0.067 0.015 0.1052
H 3.0992 -2.4705 -0.4942 0.093 0.004 -0.076 0.1073
H 1.0696 -3.7280 -1.0713 -0.030 -0.082 -0.123 0.1106
H -1.1783 -4.9047 0.5982 -0.089 -0.012 0.051 0.1278
H -2.1034 -3.4293 0.9006 -0.039 -0.145 -0.047 0.1182
H -2.6814 -4.2153 -1.2955 0.165 -0.058 -0.048 0.1239
H -0.9793 -4.3470 -1.7945 -0.108 0.012 0.008 0.1145
H -0.8670 -1.9363 -1.7803 -0.111 0.052 -0.061 0.1225
H -4.3243 0.0997 -1.0736 0.104 -0.004 -0.142 0.1461
H -4.4808 2.4621 -1.5830 0.052 -0.056 -0.060 0.1336
H -2.8064 2.3806 -2.2119 -0.129 0.076 0.052 0.1373
H -3.3453 1.7057 0.6921 -0.114 0.192 -0.156 0.1595
H -2.3617 4.0501 2.0311 -0.006 0.080 -0.090 0.1269
H -2.3793 5.4057 0.8516 0.065 -0.050 0.047 0.1280
H -0.7485 4.2459 -0.5649 0.041 0.014 0.137 0.1314
H -0.2088 3.6416 1.0303 0.032 0.206 -0.038 0.1125
H 1.5558 2.0226 2.2270 0.015 0.068 0.140 0.1176
H 3.8912 2.0724 1.4229 0.105 0.022 0.028 0.1088
H 5.6439 2.6851 -0.0105 -0.014 -0.043 -0.001 0.0980
H 5.8743 1.0565 0.6887 -0.022 0.023 -0.026 0.0973
H 6.6383 1.4789 -0.8630 -0.039 0.031 0.083 0.0966
H 1.4402 -1.3428 -2.8235 -0.018 0.010 0.020 0.0883
H 2.3381 -0.7123 -4.2303 -0.080 -0.012 0.054 0.0984
H 0.9804 0.2199 -3.5427 0.016 -0.007 0.024 0.0937
H 0.2720 0.3138 -1.4286 -0.028 -0.131 -0.262 0.0803
```
Positions in Å, forces in eV/Å.

Entry 2:
Computed, not measured: C22H18AlF9O2 as an isolated structure, with wB97M-V/def2-TZVPD.

Lowest unoccupied orbital energy (alpha / beta) in eV: -0.47 / -2.22
Energy relative to the best compared isomer or geometry (same formula, charge and spin) in kJ/mol: 0.0
Highest occupied orbital energy (alpha / beta) in Eh: -0.28407 / -0.26740
Molecular weight in u: 512.3

XYZ file:
```
52
Properties=species:S:1:pos:R:3:forces:R:3:lowdin_charge:R:1
C -0.3110 2.4708 -1.0498 0.913 0.621 -0.265 -0.1431
C 0.0790 2.6547 0.2997 0.462 0.602 -0.972 -0.1191
C 1.3255 2.0453 0.4907 0.841 -0.214 -0.635 -0.1174
H -0.3979 3.2673 1.0579 0.019 -0.497 -0.251 0.1002
C 1.7529 1.4650 -0.7754 -0.011 0.645 0.407 -0.1650
C 0.6668 1.6955 -1.7210 0.219 -0.210 0.394 -0.1299
H 0.6496 1.4305 -2.7911 0.186 0.280 0.716 0.1162
H -1.1055 2.9631 -1.5876 -0.152 -0.585 0.283 0.0928
H 1.8904 2.1052 1.4454 -0.354 -0.311 -0.979 0.1269
H 2.8053 1.2254 -1.0511 -1.258 -0.226 0.372 0.1164
C -1.1583 -1.6147 1.6968 -0.107 0.127 0.441 -0.0737
C -2.0268 -0.5943 1.7169 0.176 -1.844 0.616 -0.0065
C -2.4844 -0.3829 0.3299 1.022 0.026 0.242 -0.4035
H -2.2298 0.0736 2.5492 0.003 -0.251 -0.365 0.1244
C -1.8894 -1.4158 -0.5247 1.119 -2.657 1.625 -0.0101
C -1.0494 -2.1428 0.3218 -1.710 -0.476 -0.948 -0.0555
H -0.6323 -3.1202 0.1038 0.568 0.442 -0.241 0.1207
H -0.5641 -1.8922 2.5468 0.335 -0.338 -0.096 0.1127
H -3.5618 -0.4264 0.2461 -0.143 1.195 -0.577 0.1423
H -2.2323 -1.6196 -1.5390 0.455 0.010 0.260 0.1386
Al 0.1394 0.0120 -0.2089 0.653 1.693 0.831 0.4417
O 1.3839 -0.9227 0.6222 -0.512 -0.722 -0.182 -0.1719
C 2.8139 -0.9604 0.6670 -0.588 0.388 0.104 -0.2594
C 3.4564 -1.4695 -0.5534 -0.412 0.647 -0.643 -0.0285
H 3.2121 0.0616 0.7722 -0.184 -0.151 0.453 0.1033
H 3.1479 -1.5750 1.5175 -0.352 0.274 -0.037 0.1283
H 3.5107 -0.7882 -1.3967 0.327 0.039 0.067 0.1023
H 5.5911 -2.1169 -1.9866 -0.057 -0.297 0.056 0.1106
C 5.1241 -2.9877 -1.5226 -0.526 0.142 0.297 -0.0363
C 3.9608 -2.7596 -0.7191 0.692 -1.896 -0.305 -0.2391
C 3.3488 -3.8999 -0.1024 0.417 0.639 -0.112 -0.0254
H 2.4357 -3.7207 0.4690 0.256 -0.222 -0.080 0.1097
C 3.8884 -5.1676 -0.2676 0.169 0.068 -0.124 -0.0907
H 3.4071 -6.0337 0.1884 0.105 0.246 -0.101 0.1019
C 5.0574 -5.3482 -1.0220 -0.056 0.206 0.025 -0.0942
H 5.4888 -6.3408 -1.1281 -0.101 0.170 0.031 0.0975
C 5.6766 -4.2521 -1.6414 -0.211 -0.077 0.109 -0.0941
H 6.5979 -4.3900 -2.2095 -0.289 0.000 0.125 0.1027
F -3.3574 3.2668 -1.8653 -0.801 -0.708 -0.009 0.1438
C -3.9626 2.4208 -0.9933 0.055 -0.022 -1.324 -0.5207
F -5.2943 2.6627 -1.0303 0.353 -0.226 -0.106 0.1650
F -3.7717 1.1572 -1.4672 -0.375 1.313 0.592 0.1474
C -3.4490 2.7512 0.3596 0.656 -0.427 -0.244 0.1584
O -1.5952 0.7036 0.0538 -0.648 1.187 -0.693 -0.1597
C -2.8171 4.1145 0.5335 0.712 1.109 0.128 -0.5058
F -3.8242 5.0278 0.4564 0.554 -0.259 0.131 0.1578
F -2.2439 4.2099 1.7600 -0.529 0.510 -0.969 0.1375
F -1.8692 4.5125 -0.3695 -1.485 -0.354 1.270 0.1201
C -4.0288 2.1669 1.6035 0.155 -0.462 1.119 -0.4988
F -5.0166 2.9736 2.0544 0.477 -0.473 0.069 0.1693
F -4.5672 0.9084 1.5046 0.445 1.720 -0.032 0.1344
F -3.0333 2.1215 2.5468 -1.482 -0.395 -0.476 0.1255
```
Positions in Å, forces in eV/Å.

Entry 3:
Computed, not measured: a 11-piece molecular cluster, C44H74O22 overall, with wB97M-V/def2-TZVPD.

Lowest unoccupied orbital energy in eV: 0.12
Energy relative to the best compared isomer or geometry (same formula, charge and spin) in kJ/mol: 0.0
Highest occupied orbital energy in Eh: -0.36160
Molecular weight in u: 955.1

XYZ file:
```
140
Properties=species:S:1:pos:R:3:forces:R:3:lowdin_charge:R:1
C -1.0769 2.4226 5.1739 -0.590 0.217 0.105 -0.0552
C -0.6572 3.1623 3.9265 0.965 -0.662 -0.074 -0.2163
O -1.7599 3.2380 3.0223 -0.803 -0.441 0.368 -0.0057
C -1.6721 3.9658 1.9196 0.332 0.556 -0.808 -0.5602
C -2.7520 3.7107 0.9157 -0.885 -0.608 -0.195 0.0247
O -0.7883 4.7496 1.6868 0.522 0.096 0.270 0.0994
H -0.2216 2.3575 5.8460 -0.034 0.055 0.075 0.0832
H -1.4396 1.4103 4.9930 0.138 -0.012 -0.273 0.0531
H -1.8972 2.9556 5.6629 0.174 0.038 0.151 0.0839
H -0.2218 4.1304 4.1715 -0.362 0.221 -0.180 0.1276
H 0.1320 2.5896 3.4283 -0.010 0.156 -0.053 0.0973
H -2.4299 2.9939 0.1537 0.326 0.081 0.135 0.0767
H -3.0487 4.6079 0.3825 0.238 0.219 0.140 0.0915
H -3.6441 3.2577 1.3374 -0.076 0.010 0.286 0.0793
C 4.8206 5.5453 -3.5808 -0.143 -0.286 -0.178 -0.0643
C 4.1093 5.9611 -2.3108 0.479 0.572 -0.275 -0.2175
O 2.9404 5.1661 -2.0815 -0.252 0.171 0.204 0.0173
C 3.1124 3.9936 -1.4910 -0.008 -0.881 -0.060 -0.5417
C 1.8697 3.1899 -1.2382 0.032 0.340 0.367 0.0308
O 4.1810 3.5096 -1.1977 0.531 0.502 0.037 0.0772
H 5.1966 4.5242 -3.5184 -0.021 0.020 0.097 0.0752
H 5.6646 6.1967 -3.8041 -0.032 0.111 0.109 0.0797
H 4.1189 5.5974 -4.4156 0.072 0.015 -0.017 0.0831
H 4.7755 5.9570 -1.4470 -0.119 -0.326 0.047 0.1199
H 3.7390 6.9804 -2.4165 -0.140 -0.066 0.013 0.1221
H 0.9629 3.7729 -1.0891 0.036 0.088 -0.177 0.0908
H 2.1179 2.6556 -0.3234 -0.336 -0.235 -0.007 0.0672
H 1.7605 2.4799 -2.0561 -0.082 -0.042 0.008 0.0807
C 3.5843 0.0447 -0.1154 -0.896 -0.051 0.130 -0.0678
C 5.0275 0.1109 -0.5642 -0.606 -0.704 0.168 -0.2006
O 5.0782 -0.4725 -1.8774 0.001 0.046 -0.128 -0.0165
C 6.2835 -0.8915 -2.3066 0.561 -0.180 0.224 -0.5289
C 6.2171 -1.4772 -3.6847 -1.174 -0.061 -0.257 0.0315
O 7.2922 -0.8268 -1.6418 -0.482 0.126 -0.147 0.0950
H 2.8187 0.3695 -0.8254 0.423 0.237 -0.269 0.0656
H 3.3879 0.6122 0.7987 0.289 0.035 0.014 0.0648
H 3.3124 -0.9933 0.0978 0.160 0.007 0.095 0.0680
H 5.4546 1.1080 -0.5998 0.022 0.062 0.110 0.1177
H 5.5466 -0.5604 0.1212 0.602 0.408 -0.083 0.1222
H 6.6612 -2.4671 -3.7067 0.514 0.187 -0.089 0.0961
H 6.6148 -0.7821 -4.4210 0.519 -0.158 0.093 0.0962
H 5.1821 -1.6264 -3.9996 0.009 0.123 0.193 0.0618
C -2.2201 -3.3495 -3.8008 -0.199 -0.559 0.764 -0.0578
C -3.2668 -3.7508 -4.8069 -0.766 1.012 0.051 -0.2210
O -3.2544 -5.1457 -5.0362 0.315 -0.401 -0.652 0.0001
C -3.9117 -5.9541 -4.2041 0.007 -0.214 0.010 -0.5492
C -3.7554 -7.3868 -4.5953 0.168 -0.276 0.497 0.0244
O -4.5220 -5.5973 -3.2321 -0.178 0.512 0.210 0.1009
H -1.9886 -2.2891 -3.7802 -0.021 0.097 -0.232 0.0544
H -1.3131 -3.9394 -3.9353 0.116 0.189 -0.173 0.0881
H -2.6076 -3.6068 -2.8122 0.220 0.045 0.068 0.0592
H -4.2687 -3.4747 -4.4601 0.110 0.015 0.108 0.1179
H -3.1508 -3.2509 -5.7676 0.270 -0.318 -0.134 0.1257
H -2.6934 -7.6331 -4.5543 -0.016 -0.049 -0.201 0.0940
H -4.1437 -7.6114 -5.5829 0.014 0.099 -0.114 0.0900
H -4.2667 -7.9692 -3.8337 -0.071 -0.141 -0.153 0.0877
O -1.1674 3.1406 -5.8886 0.072 0.346 -0.219 0.1323
C -1.3533 2.3500 -5.0192 0.043 -0.328 -0.116 -0.4841
C -0.3329 1.7478 -4.0661 -0.184 -0.132 -0.112 -0.0658
C -1.0671 0.5382 -3.5127 -0.479 0.078 0.788 -0.1516
C -2.5220 0.9903 -3.6048 -0.367 -0.450 -0.463 -0.1449
O -2.5723 1.7967 -4.7947 0.011 0.256 0.292 0.0292
H 0.5869 1.5353 -4.6040 0.033 0.015 -0.013 0.1289
H -0.1170 2.4779 -3.2855 -0.015 0.054 -0.006 0.1101
H -0.9542 -0.3625 -4.1117 0.270 0.089 -0.163 0.0970
H -0.8258 0.3015 -2.4772 0.228 -0.101 -0.091 0.0966
H -3.2195 0.1659 -3.7568 0.062 -0.027 -0.008 0.1168
H -2.9036 1.5546 -2.7536 0.266 0.202 0.075 0.1238
O -1.0104 -2.2992 -0.8371 0.022 0.073 0.189 0.1008
C -0.8971 -1.4044 -0.0408 -0.052 0.225 0.104 -0.4566
C -1.5579 -1.2258 1.3121 -0.137 -0.194 -0.423 -0.0444
C -1.5183 0.2893 1.5282 -0.511 -0.410 0.509 -0.1260
C -0.2971 0.6994 0.7166 0.141 -0.281 0.276 -0.1115
O -0.1124 -0.3301 -0.2865 -0.088 -0.090 -0.195 -0.0034
H -2.5510 -1.6697 1.2779 -0.064 0.136 0.082 0.1093
H -0.9883 -1.7990 2.0467 0.114 0.152 0.043 0.1240
H -2.4715 0.7257 1.2275 0.155 0.101 -0.436 0.1035
H -1.4159 0.5338 2.5827 0.207 0.034 -0.006 0.0932
H -0.3636 1.6387 0.1734 -0.037 0.109 0.160 0.1137
H 0.5743 0.6898 1.3759 0.122 0.196 -0.221 0.1157
O -1.4054 -1.4815 4.7971 -0.647 0.118 -0.379 0.1222
C -0.2186 -1.3893 4.7744 0.658 -0.132 0.420 -0.4965
C 0.7788 -2.2695 5.5100 -0.279 0.144 0.108 -0.0681
C 1.9745 -1.3270 5.6425 -0.108 -0.900 0.311 -0.1440
C 1.8674 -0.5629 4.3591 0.390 0.255 -1.242 -0.1413
O 0.4426 -0.4131 4.1038 0.152 0.075 0.322 -0.0006
H 0.3417 -2.5846 6.4530 -0.012 -0.020 0.029 0.1255
H 0.9441 -3.1705 4.9129 0.228 0.121 -0.063 0.1337
H 1.7998 -0.7230 6.5326 0.170 0.329 -0.144 0.1244
H 2.9284 -1.8391 5.7552 0.017 0.049 -0.050 0.1215
H 2.3945 0.3876 4.2956 -0.535 0.279 0.331 0.1061
H 2.2557 -1.1182 3.4937 0.048 -0.273 0.294 0.1332
O -7.8096 -0.4499 5.1767 -0.340 -0.128 -0.043 0.1184
C -6.7748 -0.3543 4.5874 0.216 -0.351 0.188 -0.5012
C -5.5483 -1.2373 4.7122 0.160 0.170 0.300 -0.0575
C -4.4213 -0.3073 4.2718 1.051 -1.184 -0.385 -0.1568
C -5.1216 0.6526 3.3468 -0.313 0.417 -0.027 -0.1374
O -6.5156 0.6452 3.7359 0.134 0.494 -0.263 0.0397
H -5.5026 -1.6262 5.7251 0.160 0.045 0.049 0.1245
H -5.5922 -2.0935 4.0379 -0.337 0.056 -0.063 0.1192
H -3.8154 0.1307 5.0629 -0.529 0.303 0.270 0.1100
H -3.6744 -0.8697 3.7036 -0.069 0.016 0.019 0.0896
H -4.7572 1.6675 3.4565 -0.035 0.220 -0.078 0.1204
H -5.0534 0.3447 2.3063 -0.063 0.043 -0.019 0.0969
O -4.6843 0.0566 -0.3752 0.262 1.231 -0.052 0.1241
C -4.8991 -1.1042 -0.2612 -0.186 -1.065 -0.325 -0.5085
C -4.9434 -2.1680 -1.3267 -0.157 -0.519 -0.395 -0.0630
C -4.6857 -3.4823 -0.5553 -0.799 1.119 -0.446 -0.1268
C -5.2328 -3.1170 0.8310 0.660 0.085 -0.187 -0.1268
O -5.1371 -1.6721 0.9374 0.050 -0.365 0.354 -0.0095
H -5.9253 -2.1759 -1.8142 -0.133 0.092 0.399 0.1381
H -4.2751 -1.9678 -2.1596 0.397 0.082 0.243 0.1023
H -5.2740 -4.2727 -1.0081 0.452 -0.383 0.024 0.1055
H -3.6142 -3.6659 -0.5415 -0.035 -0.352 0.071 0.1057
H -6.2709 -3.4049 0.9753 -0.030 -0.013 0.043 0.1281
H -4.5893 -3.5382 1.6022 -0.288 0.038 0.235 0.1218
O 4.0603 -3.9190 -4.8266 0.388 0.035 0.039 0.1185
C 3.2553 -3.4613 -4.0744 -0.787 -0.419 -0.164 -0.4977
C 2.8107 -3.9849 -2.7201 0.145 0.412 0.092 -0.0577
C 1.9535 -2.8516 -2.1610 -0.356 -0.767 0.195 -0.1372
C 1.5312 -2.0713 -3.4029 0.386 0.753 0.648 -0.1391
O 2.4720 -2.4119 -4.4290 0.028 0.229 -0.021 0.0283
H 2.2528 -4.9062 -2.8871 -0.003 -0.028 -0.063 0.1288
H 3.6697 -4.2136 -2.0950 0.070 -0.107 -0.084 0.1238
H 1.0826 -3.2073 -1.6157 -0.004 -0.005 -0.008 0.0953
H 2.5400 -2.2584 -1.4659 0.034 0.265 -0.187 0.0865
H 0.5119 -2.2458 -3.7389 0.047 -0.404 -0.094 0.0986
H 1.6055 -1.0026 -3.1799 0.081 -0.011 -0.341 0.1179
O 2.4060 2.3981 2.6614 -0.513 -0.046 -0.291 0.0952
C 3.4154 2.9449 2.9939 0.001 0.486 -0.102 -0.4806
C 4.1917 4.0517 2.2628 -0.004 -1.380 0.847 -0.0473
C 5.3749 4.2837 3.1939 0.798 0.505 -0.056 -0.1510
C 5.4280 3.0112 4.0274 -0.095 0.212 0.254 -0.1394
O 4.0516 2.5793 4.1184 0.661 -0.346 0.109 0.0202
H 4.5051 3.5254 1.3573 -0.092 0.636 -0.392 0.1166
H 3.5306 4.8934 2.1055 0.034 0.089 -0.390 0.1326
H 6.3229 4.4396 2.6710 -0.164 -0.144 -0.117 0.1187
H 5.2855 5.1622 3.8348 -0.433 -0.073 0.002 0.1167
H 6.0315 2.2359 3.5481 -0.196 -0.081 -0.023 0.1290
H 5.7931 3.1542 5.0398 -0.011 0.041 0.029 0.1248
```
Positions in Å, forces in eV/Å.

Calculated maximum force in order - 1.15; 3.31; 1.63 eV/A